Record 1
{
  "formula": "C5H14N2O",
  "method": "ωB97M-V with the def2-TZVPD basis set",
  "symbols": ["C", "O", "H", "H", "H", "H", "C", "C", "C", "C", "N", "N", "H", "H", "H", "H", "H", "H", "H", "H", "H", "H"],
  "positions_angstrom": [[1.633, 0.613, 1.671], [1.815, 1.533, 0.753], [0.699, 1.076, -0.221], [1.237, 0.949, 2.652], [2.456, -0.116, 1.821], [0.749, -0.123, 1.324], [0.323, -1.887, -0.090], [-0.102, 0.308, -2.084], [-0.412, -0.624, 0.259], [-0.284, 0.581, -0.588], [-1.533, -0.743, 1.007], [-1.346, 1.547, -0.279], [-1.582, -1.444, 1.729], [-2.030, 0.131, 1.146], [-2.026, 1.617, -1.026], [-0.947, 2.464, -0.119], [0.361, -2.571, 0.760], [1.343, -1.669, -0.401], [-0.190, -2.395, -0.914], [0.740, -0.354, -2.282], [0.096, 1.250, -2.597], [-1.000, -0.142, -2.522]],
  "homo_energy_ha": [-0.2873, -0.2874],
  "multiplicity": 1,
  "homo_lumo_gap_ha": [0.314, 0.314],
  "e_above_lowest_kj_mol": 352.9,
  "lumo_energy_ev": [0.72, 0.72]
}

Record 2
{
  "formula": "C3H4NOP",
  "method": "ωB97M-V with the def2-TZVPD basis set",
  "symbols": ["C", "C", "C", "N", "O", "P", "H", "H", "H", "H"],
  "positions_angstrom": [[-1.126, -1.104, -1.553], [-0.808, -0.197, -0.342], [0.604, -0.583, 0.165], [1.270, -1.610, -0.576], [-1.727, -0.658, -2.511], [-0.218, -2.730, -1.695], [-0.812, 0.718, -0.707], [-1.645, -0.194, 0.381], [1.265, 0.366, 0.206], [0.486, -1.102, 1.193]],
  "homo_energy_ha": [-0.3418, -0.3455],
  "smiles": "O=C1CCN=P1",
  "multiplicity": 1,
  "homo_lumo_gap_ha": [0.323, 0.279],
  "e_above_lowest_kj_mol": 328.8,
  "lumo_energy_ev": [-0.51, -1.80]
}

Record 3
{
  "formula": "C2H4O2",
  "method": "ωB97M-V with the def2-TZVPD basis set",
  "symbols": ["O", "C", "O", "C", "H", "H", "H", "H"],
  "positions_angstrom": [[-0.325, 1.316, 0.790], [-0.096, 0.202, 0.491], [0.009, -0.737, 1.425], [0.133, -0.134, -1.004], [-0.130, -0.579, 2.353], [1.068, -0.500, -1.247], [0.096, 1.005, -1.332], [-0.756, -0.571, -1.476]],
  "homo_energy_ha": -0.3812,
  "smiles": "CC(=O)O",
  "multiplicity": 1,
  "homo_lumo_gap_ha": 0.408,
  "e_above_lowest_kj_mol": 78.5,
  "lumo_energy_ev": 0.74
}

Record 4
{
  "formula": "C51H45OP2ReSSeSi",
  "method": "ωB97M-V with the def2-TZVPD basis set",
  "symbols": ["Re", "O", "S", "C", "C", "C", "C", "C", "C", "C", "C", "C", "C", "P", "C", "C", "C", "C", "C", "C", "C", "C", "C", "C", "C", "C", "C", "C", "C", "C", "C", "C", "C", "C", "C", "C", "C", "C", "P", "C", "C", "C", "C", "C", "C", "C", "C", "C", "C", "C", "C", "C", "C", "H", "H", "H", "H", "H", "H", "H", "H", "H", "H", "H", "H", "H", "H", "H", "H", "H", "H", "H", "H", "H", "H", "H", "H", "H", "H", "H", "H", "H", "H", "H", "H", "H", "H", "H", "H", "C", "Si", "C", "C", "Se", "H", "H", "H", "H", "H", "H", "H", "H", "H"],
  "positions_angstrom": [[-0.045, -0.172, -0.661], [-0.004, 1.112, -1.767], [0.231, 1.373, 1.038], [1.165, 2.690, 0.228], [0.623, 4.014, 0.082], [1.462, 5.119, -0.045], [2.840, 4.909, -0.321], [3.865, 5.853, -0.855], [5.121, 4.976, -1.026], [4.755, 3.569, -0.549], [5.418, 2.355, -0.502], [4.648, 1.170, -0.339], [3.248, 1.168, -0.120], [2.549, -0.491, -0.372], [3.231, -1.107, -1.932], [3.190, -0.243, -3.041], [3.478, -0.791, -4.302], [4.150, -1.982, -4.506], [4.301, -2.773, -3.368], [3.858, -2.361, -2.101], [3.383, -1.481, 1.005], [3.566, -2.854, 0.968], [4.475, -3.461, 1.843], [5.006, -2.776, 2.943], [4.777, -1.388, 2.974], [3.879, -0.777, 2.121], [2.522, 2.424, -0.018], [3.344, 3.589, -0.280], [-1.329, 2.224, 1.604], [-0.930, 3.101, 2.612], [-1.790, 4.107, 3.119], [-2.997, 4.331, 2.465], [-4.089, 5.371, 2.664], [-5.211, 4.989, 1.647], [-4.772, 3.642, 1.126], [-5.421, 2.759, 0.295], [-4.731, 1.610, -0.151], [-3.391, 1.348, 0.271], [-2.588, -0.223, 0.018], [-3.151, -1.260, 1.416], [-3.983, -0.676, 2.372], [-4.845, -1.505, 3.100], [-4.836, -2.911, 2.963], [-3.907, -3.479, 2.072], [-3.061, -2.660, 1.345], [-3.245, -0.776, -1.574], [-3.196, 0.138, -2.652], [-3.642, -0.236, -3.914], [-4.107, -1.524, -4.176], [-4.066, -2.436, -3.103], [-3.745, -2.053, -1.798], [-2.701, 2.269, 1.112], [-3.450, 3.400, 1.538], [-0.459, 4.151, 0.009], [1.042, 6.106, -0.001], [4.012, 6.638, -0.110], [3.584, 6.359, -1.804], [5.954, 5.422, -0.480], [5.443, 4.871, -2.065], [6.466, 2.294, -0.530], [5.157, 0.192, -0.364], [2.902, 0.804, -2.959], [3.383, -0.078, -5.116], [4.540, -2.330, -5.436], [4.712, -3.779, -3.447], [3.956, -3.072, -1.315], [2.951, -3.447, 0.279], [4.683, -4.526, 1.752], [5.599, -3.255, 3.673], [5.260, -0.781, 3.722], [3.544, 0.254, 2.257], [0.093, 3.082, 2.982], [-1.502, 4.707, 3.979], [-3.774, 6.407, 2.452], [-4.526, 5.374, 3.709], [-5.268, 5.718, 0.830], [-6.166, 4.918, 2.173], [-6.472, 2.871, 0.057], [-5.164, 0.899, -0.820], [-3.978, 0.407, 2.539], [-5.634, -1.021, 3.658], [-5.465, -3.532, 3.579], [-3.836, -4.558, 1.985], [-2.312, -3.064, 0.654], [-2.810, 1.121, -2.429], [-3.586, 0.466, -4.739], [-4.465, -1.811, -5.181], [-4.291, -3.494, -3.271], [-3.925, -2.726, -0.930], [1.479, -5.844, -1.003], [0.052, -4.913, -0.049], [0.171, -4.750, 1.860], [-1.580, -5.551, -0.837], [0.228, -2.424, -0.670], [1.256, -6.885, -1.167], [2.487, -5.742, -0.527], [1.584, -5.440, -2.001], [0.163, -5.732, 2.315], [-0.678, -4.199, 2.243], [1.102, -4.213, 2.111], [-1.580, -6.635, -0.850], [-1.691, -5.229, -1.870], [-2.495, -5.241, -0.315]],
  "homo_energy_ha": [-0.5420, -0.5518],
  "charge": 3,
  "multiplicity": 4,
  "homo_lumo_gap_ha": [0.231, 0.149],
  "lumo_energy_ev": [-8.46, -10.97]
}

Record 5
{
  "formula": "C4H6O7Tb",
  "method": "ωB97M-V with the def2-TZVPD basis set",
  "symbols": ["O", "C", "O", "O", "Tb", "O", "C", "C", "H", "H", "H", "H", "H", "O", "C", "O", "O", "H"],
  "positions_angstrom": [[1.847, 0.500, -0.935], [2.448, -0.554, -0.537], [3.626, -0.412, -0.061], [1.826, -1.682, -0.354], [3.481, 2.037, 0.072], [-1.076, -2.845, 0.931], [0.257, -3.252, 1.154], [1.168, -2.054, 1.270], [-1.634, -3.618, 0.818], [0.612, -3.916, 0.349], [0.351, -3.845, 2.077], [0.577, -1.127, 1.260], [2.108, -2.420, 1.706], [0.866, -1.343, 3.577], [1.359, -0.281, 4.045], [1.855, 0.681, 3.439], [1.421, -0.279, 5.408], [1.748, 0.584, 5.690]],
  "homo_energy_ha": [-0.2848, -0.2849],
  "multiplicity": 8,
  "homo_lumo_gap_ha": [0.192, 0.196],
  "e_above_lowest_kj_mol": 15.0,
  "lumo_energy_ev": [-2.52, -2.41]
}

Record 6
{
  "formula": "C5H13NO",
  "method": "ωB97M-V with the def2-TZVPD basis set",
  "symbols": ["C", "O", "C", "C", "C", "C", "N", "H", "H", "H", "H", "H", "H", "H", "H", "H", "H", "H", "H", "H"],
  "positions_angstrom": [[0.760, -0.515, 1.320], [0.679, -0.881, 2.709], [-0.538, 0.041, 0.741], [-0.348, 0.134, -0.857], [0.985, 0.812, -1.189], [-0.539, -1.204, -1.626], [-0.623, 1.494, 1.187], [1.192, -1.233, 0.566], [1.476, 0.317, 1.332], [-0.199, -0.510, 2.856], [-1.304, -0.668, 1.019], [-1.204, 0.732, -1.182], [1.836, 0.180, -0.977], [1.119, 1.846, -0.858], [1.071, 0.738, -2.262], [-1.602, -1.368, -1.852], [-0.377, -1.965, -0.812], [-0.157, -1.310, -2.666], [-0.952, 1.668, 2.132], [-1.274, 1.693, 0.420]],
  "homo_energy_ha": -0.3594,
  "smiles": "CC(C)[C@H](N)CO",
  "multiplicity": 1,
  "homo_lumo_gap_ha": 0.392,
  "e_above_lowest_kj_mol": 231.3,
  "lumo_energy_ev": 0.89
}

Record 7
{
  "formula": "C2H4O4",
  "method": "ωB97M-V with the def2-TZVPD basis set",
  "symbols": ["C", "C", "O", "O", "O", "O", "H", "H", "H", "H"],
  "positions_angstrom": [[-0.586, 1.249, -0.175], [-0.332, -0.104, 0.270], [1.061, -0.124, 0.787], [2.019, -0.419, -0.223], [-0.554, -1.157, -0.596], [-1.246, 0.279, 1.131], [1.889, -1.378, -0.345], [-1.009, -1.848, -0.094], [-0.061, 2.063, 0.304], [-1.183, 1.439, -1.060]],
  "homo_energy_ha": -0.3745,
  "smiles": "OO[C@]1(O)CO1",
  "multiplicity": 1,
  "homo_lumo_gap_ha": 0.387,
  "e_above_lowest_kj_mol": 547.7,
  "lumo_energy_ev": 0.34
}

Molecular weight
In order: 118.18; 101.04; 60.05; 1061.19; 325.01; 103.16; 92.05
Unit: g mol⁻¹